# 1
70
Properties=species:S:1:pos:R:3:forces:R:3 method="wB97M-V/def2-TZVPD" max_force_ev_per_a=0.928 lumo_energy_ev=0.13 smiles="O=C1OC[C@@H](F)O1.O=C1OC[C@@H](F)O1.O=C1OC[C@@H](F)O1.O=C1OC[C@@H](F)O1.C[N+](=O)[O-].C[N+](=O)[O-].ClCCCl.ClCCCl" total_energy_ev=-115783.4230
C 0.250 1.065 0.140 0.026 -0.058 0.567
N -0.975 0.253 -0.069 -0.068 -0.201 0.148
O -0.860 -0.775 -0.722 -0.003 0.080 -0.103
O -2.018 0.609 0.437 0.115 0.135 -0.173
H 0.170 1.536 1.115 -0.088 0.070 -0.049
H 0.317 1.817 -0.638 -0.008 -0.109 -0.167
H 1.078 0.368 0.131 0.148 0.185 -0.195
C 1.889 0.356 -4.869 -0.506 -0.256 -0.735
N 1.702 0.822 -3.484 0.002 0.281 0.086
O 2.694 1.108 -2.853 0.056 -0.027 0.115
O 0.562 0.911 -3.062 0.008 -0.117 0.110
H 2.397 1.125 -5.441 0.266 0.027 0.233
H 0.910 0.189 -5.309 -0.026 -0.033 0.154
H 2.439 -0.580 -4.847 0.178 0.094 0.063
C 1.960 6.961 2.894 -0.182 -0.422 -0.308
C 0.585 6.991 2.256 0.125 0.020 0.308
O 0.312 5.622 2.128 0.179 -0.041 -0.204
C 1.515 4.974 1.953 0.045 0.355 -0.082
O 1.630 3.848 1.623 -0.076 -0.288 -0.074
O 2.532 5.830 2.210 -0.174 -0.066 0.376
F 0.636 7.551 1.010 -0.041 0.124 -0.055
H 1.842 6.695 3.945 0.169 0.264 0.090
H 2.585 7.832 2.743 -0.043 0.069 -0.070
H -0.204 7.475 2.826 -0.035 -0.059 0.003
C 0.369 -3.504 -1.566 -0.252 -0.177 -0.044
C 1.647 -2.695 -1.404 -0.012 -0.113 0.186
O 2.110 -2.549 -2.728 -0.213 -0.100 -0.210
C 1.100 -2.862 -3.603 0.312 0.388 0.169
O 1.185 -2.742 -4.780 0.003 -0.064 0.050
O 0.009 -3.242 -2.927 -0.265 -0.263 0.029
F 2.571 -3.386 -0.677 0.037 0.007 -0.110
H -0.442 -3.224 -0.903 0.030 0.351 -0.074
H 0.524 -4.578 -1.451 0.363 0.057 0.016
H 1.523 -1.711 -0.957 0.022 -0.033 0.081
C 6.061 -1.003 2.487 -0.061 0.213 0.605
C 5.318 -2.326 2.578 0.017 0.234 -0.259
O 3.993 -1.962 2.250 0.000 -0.216 0.022
C 3.995 -0.768 1.621 0.419 0.288 -0.071
O 3.048 -0.244 1.144 -0.361 -0.051 -0.154
O 5.245 -0.242 1.595 0.145 -0.233 0.002
F 5.339 -2.844 3.825 0.015 -0.019 0.123
H 7.097 -1.092 2.172 -0.141 0.068 -0.484
H 6.058 -0.495 3.456 -0.044 -0.207 0.059
H 5.667 -3.079 1.871 -0.036 -0.151 0.099
C -3.217 -2.726 -0.163 -0.065 0.285 -0.164
C -3.899 -4.030 0.173 0.385 -0.238 -0.076
O -4.844 -3.636 1.138 -0.171 -0.039 0.015
C -5.149 -2.324 0.918 0.120 0.061 -0.264
O -6.059 -1.749 1.408 -0.059 0.043 0.233
O -4.284 -1.787 0.026 0.066 -0.148 0.197
F -3.013 -4.922 0.701 -0.136 0.123 0.210
H -2.830 -2.640 -1.174 -0.121 -0.055 -0.058
H -2.419 -2.511 0.550 -0.011 -0.098 0.052
H -4.406 -4.539 -0.646 -0.014 0.063 -0.075
Cl -2.740 -1.600 -5.125 -0.031 0.006 0.112
C -2.333 -0.627 -3.673 0.079 -0.389 -0.279
C -2.650 0.836 -3.864 0.140 -0.195 0.694
Cl -1.886 1.539 -5.297 -0.103 0.083 -0.249
H -1.286 -0.808 -3.451 0.053 0.116 -0.093
H -2.931 -1.043 -2.866 -0.037 0.197 0.093
H -2.233 1.385 -3.020 -0.114 -0.044 0.070
H -3.729 0.968 -3.872 0.026 0.238 -0.371
Cl -1.832 1.227 5.175 0.053 0.045 0.008
C -3.444 0.795 4.557 -0.218 0.025 0.242
C -3.424 -0.192 3.408 0.090 0.498 -0.408
Cl -2.261 -1.525 3.600 -0.187 -0.233 0.069
H -3.889 1.732 4.229 -0.078 -0.083 -0.172
H -4.047 0.431 5.387 0.245 -0.118 0.097
H -3.134 0.307 2.487 0.000 0.008 0.011
H -4.426 -0.595 3.276 0.046 -0.155 0.029

***

# 2
106
Properties=species:S:1:pos:R:3:forces:R:3 method="wB97M-V/def2-TZVPD" max_force_ev_per_a=2.648 lumo_energy_ev=0.24 smiles="CCN(CC(=O)Br)S(=O)(=O)F.O=S1(=O)OCCO1.O=S1(=O)OCCO1.O=S1(=O)OCCO1.O=S1(=O)OCCO1.O=S1(=O)OCCO1.O=S1(=O)OCCO1.O=S1(=O)OCCO1.O=S1(=O)OCCO1" total_energy_ev=-264792.1554
C 1.564 1.617 1.998 -1.270 0.964 -0.763
C 0.124 1.417 1.375 1.938 -0.313 0.698
N -0.814 2.300 2.136 0.113 0.220 -1.165
C -2.065 1.656 2.535 -0.644 -0.100 0.836
C -2.966 1.165 1.368 -0.915 1.560 1.538
O -2.663 0.439 0.521 0.980 -1.391 -1.494
Br -4.832 1.831 1.393 0.385 0.006 0.288
S -1.062 3.774 1.420 -0.770 1.686 -0.378
O -1.836 3.740 0.228 0.503 -0.950 -0.458
O -1.490 4.753 2.355 0.523 -0.364 0.901
F 0.414 4.233 0.978 -0.914 -1.168 0.559
H 2.099 2.409 1.443 0.056 -0.661 0.145
H 2.118 0.679 2.080 -0.157 0.433 -0.319
H 1.397 2.018 3.002 0.098 -0.272 -0.454
H -0.135 0.367 1.593 -0.357 0.614 -0.373
H 0.122 1.615 0.287 -0.320 -0.249 0.538
H -1.780 0.757 3.119 -0.092 0.379 -0.457
H -2.643 2.279 3.242 0.320 -0.044 -0.616
C 1.278 7.253 2.457 -0.345 -0.469 -0.133
C 1.316 7.142 3.965 -0.256 0.512 0.132
O 2.641 6.685 4.261 0.221 -0.144 -0.529
S 3.664 7.279 3.168 -0.618 0.011 0.038
O 4.281 8.437 3.707 0.206 -0.087 -0.167
O 4.412 6.202 2.626 0.175 0.084 0.164
O 2.569 7.750 2.085 0.250 0.095 0.537
H 1.142 6.276 1.992 -0.041 0.024 0.036
H 0.498 7.929 2.113 0.199 0.122 -0.067
H 0.574 6.446 4.350 0.220 -0.159 0.019
H 1.180 8.117 4.439 -0.042 -0.019 -0.026
C 5.904 0.905 4.422 0.147 0.521 -0.038
C 5.692 0.971 5.921 0.428 -0.419 0.110
O 4.271 1.014 6.083 -0.304 0.109 -0.441
S 3.583 0.167 4.897 1.062 0.217 0.070
O 3.281 -1.134 5.386 -0.332 0.023 -0.220
O 2.604 0.987 4.267 0.301 -0.604 1.125
O 4.857 0.060 3.935 -0.284 0.312 2.614
H 5.790 1.889 3.961 0.025 -0.009 0.023
H 6.876 0.493 4.159 -0.166 -0.212 -0.092
H 6.156 1.846 6.370 -0.277 0.079 0.028
H 6.063 0.069 6.414 0.050 0.030 -0.036
C -8.673 2.720 -1.970 0.540 0.219 -0.302
C -8.059 1.339 -2.018 -0.408 -0.198 -0.304
O -7.858 0.983 -0.646 -0.106 0.452 0.323
S -9.018 1.650 0.251 0.204 0.112 -0.671
O -10.030 0.680 0.474 -0.046 0.154 0.263
O -8.404 2.370 1.309 -0.066 -0.245 0.142
O -9.559 2.698 -0.845 0.027 -0.604 0.197
H -7.912 3.484 -1.789 -0.006 -0.016 -0.027
H -9.218 2.963 -2.879 0.010 -0.035 0.381
H -7.118 1.319 -2.563 0.104 -0.032 0.267
H -8.748 0.614 -2.459 0.021 0.034 -0.042
C 4.359 -0.090 -1.429 0.596 0.256 -0.138
C 4.963 -1.478 -1.485 -0.537 -0.288 -0.516
O 5.219 -1.820 -0.112 -0.139 0.579 0.391
S 4.102 -1.139 0.817 0.575 -0.077 -0.868
O 3.092 -2.103 1.093 -0.111 0.250 0.329
O 4.754 -0.413 1.852 -0.400 -0.754 -1.914
O 3.519 -0.101 -0.269 -0.077 -0.508 0.183
H 5.127 0.675 -1.288 -0.040 0.014 -0.010
H 3.777 0.142 -2.318 -0.195 -0.036 0.171
H 5.882 -1.509 -2.066 0.132 -0.021 0.290
H 4.250 -2.203 -1.890 0.442 0.466 0.219
C 0.151 -4.167 -1.824 -0.129 0.479 0.331
C -0.212 -3.571 -3.169 -0.355 -0.427 -0.156
O 1.040 -3.192 -3.748 0.404 0.104 0.538
S 2.182 -4.226 -3.267 -0.893 -0.218 -0.054
O 2.375 -5.201 -4.272 -1.573 1.339 0.810
O 3.260 -3.471 -2.722 -0.311 -0.447 -0.534
O 1.360 -4.898 -2.057 0.090 0.104 -0.484
H 0.360 -3.387 -1.088 -0.036 -0.008 -0.010
H -0.623 -4.828 -1.441 0.184 -0.171 -0.052
H -0.869 -2.709 -3.077 0.224 0.126 -0.075
H -0.677 -4.314 -3.821 -0.031 0.011 0.048
C 5.943 -7.980 -7.163 0.084 0.026 -0.500
C 6.637 -6.694 -6.761 0.283 -0.207 0.415
O 5.584 -5.736 -6.635 -0.376 -0.265 -0.327
S 4.246 -6.479 -6.121 0.537 -0.230 0.090
O 4.143 -6.310 -4.721 1.666 -1.255 -0.720
O 3.188 -6.154 -7.007 0.004 0.121 0.108
O 4.724 -7.993 -6.418 0.112 0.368 0.204
H 5.693 -7.980 -8.227 0.057 0.003 0.006
H 6.538 -8.861 -6.932 -0.178 -0.026 0.158
H 7.366 -6.366 -7.499 -0.181 0.187 -0.035
H 7.125 -6.793 -5.788 0.033 -0.050 -0.045
C 3.986 -4.903 3.559 -0.391 -0.420 -0.071
C 4.095 -4.958 5.068 -0.238 0.606 0.123
O 5.424 -5.431 5.319 0.193 -0.205 -0.512
S 6.404 -4.901 4.156 -0.685 0.066 0.066
O 7.066 -3.735 4.622 0.217 -0.084 -0.182
O 7.105 -6.011 3.621 0.207 0.095 0.150
O 5.266 -4.450 3.112 0.309 0.127 0.460
H 3.809 -5.895 3.136 -0.012 0.013 0.026
H 3.204 -4.223 3.225 0.236 0.159 -0.092
H 3.360 -5.622 5.516 0.234 -0.160 0.044
H 4.001 -3.962 5.508 -0.072 -0.008 -0.055
C -13.550 3.510 -3.170 -0.199 0.462 0.337
C -13.856 4.116 -4.524 -0.359 -0.443 -0.173
O -12.583 4.530 -5.032 0.396 -0.029 0.469
S -11.447 3.521 -4.504 -0.777 0.301 0.178
O -11.188 2.562 -5.516 0.396 -0.009 0.162
O -10.416 4.290 -3.891 -0.213 -0.133 -0.552
O -12.314 2.812 -3.350 0.155 0.038 -0.552
H -13.398 4.284 -2.414 -0.031 -0.013 -0.016
H -14.328 2.827 -2.837 0.201 -0.173 -0.039
H -14.536 4.962 -4.459 0.237 0.139 -0.069
H -14.268 3.371 -5.209 -0.037 0.016 0.045